Model a:
C25H31BF4N7OSZr | ωB97M-V/def2-TZVPD

Geometry (Å):
Zr (0.2642, 0.4046, -0.4321)
C (0.2706, 3.5423, -0.7151)
N (0.3344, 2.4013, -1.6588)
C (1.5338, 2.4671, -2.5189)
C (2.7403, 1.7857, -1.9204)
C (4.0065, 2.1252, -2.3829)
C (5.1191, 1.4879, -1.8613)
C (4.9136, 0.5310, -0.8776)
C (3.6204, 0.2457, -0.4779)
N (2.5292, 0.8374, -0.9946)
C (-0.8776, 2.4045, -2.5004)
C (-2.0871, 2.0061, -1.6893)
C (-3.3756, 2.2393, -2.1558)
C (-4.4518, 1.8294, -1.3860)
C (-4.2002, 1.2414, -0.1520)
C (-2.8860, 1.0440, 0.2381)
N (-1.8370, 1.3953, -0.5205)
C (0.7734, 3.2393, 0.6778)
C (0.8549, 4.2559, 1.6277)
C (1.3027, 3.9561, 2.9024)
C (1.7460, 2.6635, 3.1599)
C (1.6851, 1.7250, 2.1489)
N (1.1519, 1.9856, 0.9445)
H (0.8451, 4.3977, -1.0969)
H (-0.7665, 3.8877, -0.6236)
H (1.3265, 1.9731, -3.4798)
H (1.7912, 3.5115, -2.7531)
H (4.1165, 2.8815, -3.1419)
H (6.1139, 1.7378, -2.2016)
H (5.7466, 0.0117, -0.4298)
H (3.4514, -0.5031, 0.2902)
H (-1.0397, 3.3899, -2.9632)
H (-0.7664, 1.6788, -3.3166)
H (-3.5302, 2.7253, -3.1055)
H (-5.4595, 1.9713, -1.7439)
H (-5.0088, 0.9397, 0.4963)
H (-2.6508, 0.5779, 1.1895)
H (0.5606, 5.2620, 1.3764)
H (1.3346, 4.7119, 3.6731)
H (2.1394, 2.3928, 4.1245)
H (2.0982, 0.7278, 2.2810)
O (-0.5179, -0.0407, 1.3308)
N (0.0271, -0.7905, 2.2993)
C (-0.3612, -0.5873, 3.5720)
C (0.2649, -1.2273, 4.6100)
C (1.3052, -2.1188, 4.3209)
C (1.6508, -2.3554, 3.0119)
C (1.0045, -1.6776, 1.9659)
S (1.3787, -1.8633, 0.3106)
H (-1.1755, 0.1127, 3.7060)
H (-0.0318, -1.0280, 5.6269)
H (1.8279, -2.6210, 5.1179)
H (2.4426, -3.0388, 2.7495)
N (-2.0430, -6.4678, -1.3095)
C (-2.6360, -5.3676, -0.4929)
C (-1.5581, -4.3302, -0.0858)
N (-2.0338, -3.2563, 0.7537)
H (-2.7430, -7.1862, -1.5458)
H (-1.2858, -6.9333, -0.7904)
H (-1.6516, -6.0881, -2.1835)
H (-3.1048, -5.7982, 0.3934)
H (-3.4051, -4.8711, -1.0867)
H (-1.1399, -3.8870, -0.9938)
H (-0.7526, -4.8307, 0.4607)
H (-2.3971, -3.6163, 1.6289)
H (-2.7595, -2.7089, 0.3014)
F (0.4947, -0.4078, -2.3495)
B (-0.7918, -1.1703, -2.4239)
F (-1.1806, -1.1130, -1.0291)
F (-0.6118, -2.4221, -2.8012)
F (-1.6517, -0.3963, -3.0993)

- E_HOMO: -0.5919 Ha
- M: 655.67 g/mol
- Gap between HOMO and LUMO: 8.1 eV
- Charge: +3

***

Model b:
C25H31BF4N7OSZr | ωB97M-V/def2-TZVPD

Geometry (Å):
Zr (-0.0152, -0.4539, 0.2482)
C (-1.2945, -2.5680, 2.2043)
N (-0.0544, -2.5638, 1.3791)
C (-0.1306, -3.6432, 0.3685)
C (-1.1719, -3.3208, -0.6592)
C (-1.8339, -4.3236, -1.3403)
C (-2.7335, -3.9816, -2.3373)
C (-2.9316, -2.6384, -2.6181)
C (-2.2452, -1.6934, -1.8862)
N (-1.3818, -2.0111, -0.9002)
C (1.1270, -2.7972, 2.2613)
C (2.1705, -1.7128, 2.2214)
C (3.3043, -1.8435, 3.0055)
C (4.2596, -0.8437, 2.9862)
C (4.0500, 0.2670, 2.1795)
C (2.8999, 0.3299, 1.4263)
N (1.9667, -0.6446, 1.4367)
C (-1.2898, -1.3385, 3.0632)
C (-1.9518, -1.2663, 4.2735)
C (-1.8754, -0.0929, 5.0080)
C (-1.1166, 0.9607, 4.5140)
C (-0.5027, 0.8167, 3.2859)
N (-0.6036, -0.3035, 2.5559)
H (-1.3293, -3.4727, 2.8181)
H (-2.1705, -2.5784, 1.5506)
H (-0.3421, -4.6053, 0.8439)
H (0.8408, -3.7238, -0.1250)
H (-1.6438, -5.3585, -1.0905)
H (-3.2696, -4.7478, -2.8809)
H (-3.6196, -2.3199, -3.3875)
H (-2.3913, -0.6414, -2.0769)
H (1.5982, -3.7438, 1.9887)
H (0.7939, -2.9136, 3.2946)
H (3.4321, -2.7213, 3.6250)
H (5.1511, -0.9292, 3.5928)
H (4.7698, 1.0712, 2.1341)
H (2.6986, 1.1781, 0.7894)
H (-2.5047, -2.1192, 4.6442)
H (-2.3813, -0.0060, 5.9599)
H (-1.0040, 1.8777, 5.0740)
H (0.1017, 1.6087, 2.8647)
O (0.3147, 1.5610, 0.4635)
N (-0.5832, 2.5631, 0.5326)
C (-0.1144, 3.8204, 0.6695)
C (-0.9890, 4.8670, 0.7663)
C (-2.3610, 4.6084, 0.7196)
C (-2.8087, 3.3142, 0.5634)
C (-1.8971, 2.2648, 0.4560)
S (-2.3401, 0.6176, 0.1712)
H (0.9605, 3.9136, 0.7005)
H (-0.6083, 5.8708, 0.8798)
H (-3.0701, 5.4203, 0.8043)
H (-3.8628, 3.0814, 0.5172)
N (2.2080, 1.5794, -5.5303)
C (0.8503, 2.0975, -5.1269)
C (0.9159, 2.8216, -3.7739)
N (-0.3837, 3.0848, -3.1894)
H (2.1871, 1.1617, -6.4631)
H (2.5060, 0.8527, -4.8687)
H (2.9091, 2.3230, -5.5443)
H (0.1915, 1.2319, -5.0684)
H (0.4992, 2.7544, -5.9209)
H (1.4312, 3.7756, -3.8976)
H (1.5095, 2.2281, -3.0734)
H (-0.9484, 2.2475, -3.1184)
H (-0.9019, 3.7833, -3.7073)
F (1.8539, -0.6239, -3.3989)
B (1.4655, -0.4042, -2.1186)
F (0.0946, 0.0810, -2.0451)
F (1.3692, -1.5836, -1.2835)
F (2.2275, 0.4985, -1.4108)

- E_HOMO: -0.6007 Ha
- M: 655.67 g/mol
- Gap between HOMO and LUMO: 7.9 eV
- Charge: +3

***

model b is favored, and the nearest alternative lies 0.0258 hartree above it.

***

Model a:
CH2N2S3 | ωB97M-V/def2-TZVPD

Geometry (Å):
C (1.2555, 0.5587, -0.2185)
N (1.4523, -0.4697, 0.4552)
N (-1.3075, -1.5515, -0.8001)
S (-0.3001, 1.4880, -0.6300)
S (-2.2504, -1.1160, 0.1487)
S (-1.7598, 1.1026, 0.7271)
H (1.9802, 0.9321, -0.8719)
H (0.9298, -0.9441, 1.1894)

- E_HOMO: -0.3251 Ha
- M: 138.24 g/mol
- Gap between HOMO and LUMO: 7.6 eV

***

Model b:
CH2N2S3 | ωB97M-V/def2-TZVPD

Geometry (Å):
C (-0.6733, -0.9065, -0.3801)
N (0.3485, -0.3079, -0.1267)
N (0.1541, 1.9199, -0.1311)
S (-2.4095, -0.3776, -0.6933)
S (-1.2209, 2.2955, 0.5468)
S (-2.4296, 1.6227, -1.0320)
H (-0.7344, -1.9938, -0.4052)
H (0.9452, 1.8426, 0.4927)

- E_HOMO (alpha / beta): -0.3001 / -0.3000 Ha
- M: 138.24 g/mol
- Gap between HOMO and LUMO (alpha / beta): 6.6 / 6.6 eV

***

model a is favored, and the nearest alternative lies 0.0396 hartree above it.